[1]
{
  "formula": "C23H26N2O3S",
  "method": "wB97M-V/def2-TZVPD",
  "species": ["C", "H", "H", "H", "C", "C", "C", "C", "C", "C", "C", "H", "H", "C", "N", "C", "O", "C", "C", "C", "C", "C", "C", "C", "H", "H", "N", "C", "O", "C", "C", "O", "C", "C", "H", "H", "S", "H", "H", "C", "H", "H", "H", "H", "H", "H", "H", "H", "H", "H", "H", "H", "H", "H", "H"],
  "xyz": [[-0.49484, -3.60171, -0.24702], [-1.06059, -4.35104, -0.79744], [-0.91611, -2.62451, -0.46728], [-0.60439, -3.80839, 0.81586], [0.96891, -3.66023, -0.66313], [1.87089, -2.65054, -0.00311], [1.43741, -1.75421, 0.96347], [2.31657, -0.84750, 1.52968], [3.64994, -0.81088, 1.14656], [4.08739, -1.70229, 0.17617], [3.21011, -2.61070, -0.38213], [3.56512, -3.29922, -1.13654], [5.11706, -1.67303, -0.14821], [4.56472, 0.26498, 1.67530], [4.20143, 1.53127, 1.05993], [4.66876, 1.87379, -0.16634], [5.66807, 1.40137, -0.65916], [3.82143, 2.94869, -0.84948], [2.36183, 2.61412, -0.73117], [1.45849, 3.49428, -0.14764], [0.13256, 3.14252, 0.01071], [-0.32225, 1.89006, -0.39905], [0.57489, 1.00521, -0.99225], [1.89583, 1.37259, -1.15481], [2.58548, 0.67538, -1.60767], [0.23723, 0.03512, -1.31300], [-1.67027, 1.59930, -0.18898], [-2.34019, 0.43013, -0.39259], [-1.81275, -0.58119, -0.82042], [-3.77525, 0.48073, -0.03483], [-4.59522, -0.57792, -0.22154], [-5.91018, -0.64992, 0.10446], [-6.50919, 0.38392, 0.84990], [-6.14852, 1.75619, 0.31034], [-6.32724, 1.81378, -0.76375], [-6.68983, 2.54530, 0.82687], [-4.38612, 2.02807, 0.62748], [-6.20760, 0.31106, 1.90331], [-7.58548, 0.20335, 0.77457], [-4.17168, -1.86549, -0.85535], [-3.47524, -2.39318, -0.20737], [-5.05879, -2.47419, -1.01108], [-3.66146, -1.68862, -1.79791], [-2.20439, 2.37370, 0.18387], [-0.55946, 3.83885, 0.46418], [1.79393, 4.46581, 0.18717], [4.13223, 2.99266, -1.89512], [4.03489, 3.91548, -0.38861], [3.28878, 1.88369, 1.31192], [4.47909, 0.36888, 2.76022], [5.60171, 0.05916, 1.40541], [1.95589, -0.15553, 2.27954], [0.40538, -1.74450, 1.27449], [1.03481, -3.51554, -1.74581], [1.36621, -4.65915, -0.45261]],
  "nbo_charge": [-0.624, 0.209, 0.237, 0.199, -0.437, 0.077, -0.268, -0.152, -0.065, -0.197, -0.236, 0.208, 0.220, -0.246, -0.616, 0.691, -0.618, -0.524, -0.065, -0.202, -0.266, 0.225, -0.276, -0.132, 0.215, 0.257, -0.619, 0.665, -0.639, -0.401, 0.405, -0.481, -0.079, -0.549, 0.228, 0.242, 0.203, 0.189, 0.202, -0.657, 0.245, 0.224, 0.249, 0.402, 0.207, 0.212, 0.244, 0.231, 0.396, 0.204, 0.234, 0.194, 0.217, 0.210, 0.208],
  "orbital_gap_ev": 8.68,
  "charge": 0,
  "lumo_energy_ha": 0.0151,
  "relative_energy_ev": 0.8383,
  "energy_ha": -1625.4997
}


[2]
{
  "formula": "C23H26N3SSiTeV",
  "method": "wB97M-V/def2-TZVPD",
  "species": ["V", "C", "C", "C", "C", "C", "C", "H", "H", "H", "H", "H", "H", "N", "C", "C", "C", "C", "C", "C", "C", "C", "N", "C", "H", "H", "H", "H", "H", "H", "H", "H", "C", "Si", "C", "C", "C", "C", "C", "C", "N", "C", "S", "H", "H", "H", "H", "H", "H", "H", "H", "H", "H", "H", "H", "Te"],
  "xyz": [[-1.21123, -0.98355, -0.11411], [-0.74047, -2.03460, -2.65319], [-1.59683, -2.80484, -1.87559], [-2.97923, -2.58621, -1.94391], [-3.49117, -1.65725, -2.82959], [-2.62882, -0.91406, -3.63811], [-1.26294, -1.08889, -3.54144], [0.32919, -2.18769, -2.59626], [-1.21233, -3.57274, -1.21685], [-3.63192, -3.14230, -1.28437], [-4.56040, -1.49337, -2.87515], [-3.03095, -0.17903, -4.32510], [-0.58686, -0.48134, -4.12744], [-2.80456, 0.90878, -0.51160], [-3.13562, 1.44104, 0.77944], [-4.16366, 2.34016, 0.96596], [-4.55698, 2.72539, 2.25038], [-3.91641, 2.16010, 3.34037], [-2.87839, 1.24769, 3.17266], [-2.25718, 0.53127, 4.27440], [-1.42671, -0.48589, 4.03105], [-1.05489, -0.86938, 2.65312], [-1.38511, 0.07538, 1.64299], [-2.42137, 0.91078, 1.87837], [-3.47536, 1.20776, -1.20833], [-1.88509, 1.23020, -0.81785], [-4.68643, 2.73339, 0.09853], [-5.36623, 3.43156, 2.38379], [-4.23329, 2.40349, 4.34975], [-2.52586, 0.79750, 5.29173], [-1.02050, -1.07746, 4.84386], [-0.00729, -1.15726, 2.60212], [5.03815, 0.56746, -2.33615], [4.06837, 1.13212, -0.82965], [3.25668, 2.76670, -1.21216], [5.26962, 1.41096, 0.58920], [2.93497, -0.28366, -0.31660], [3.57437, -1.39124, 0.22307], [2.87475, -2.50731, 0.67764], [1.50051, -2.46703, 0.59375], [0.85599, -1.42653, 0.05940], [1.52364, -0.35077, -0.41917], [0.51274, 0.84668, -1.15626], [5.77137, 1.32064, -2.63675], [4.36282, 0.39869, -3.17807], [5.57197, -0.36661, -2.14708], [4.05108, 3.49972, -1.39133], [2.63740, 3.11216, -0.38426], [2.61697, 2.70849, -2.09087], [5.98741, 2.19483, 0.33310], [5.83430, 0.51401, 0.84988], [4.72488, 1.73018, 1.48053], [4.65804, -1.39512, 0.30725], [3.37700, -3.36361, 1.10500], [0.85318, -3.25241, 0.97203], [-2.05135, -2.82701, 1.90789]],
  "nbo_charge": [0.836, -0.170, -0.301, -0.184, -0.217, -0.221, -0.203, 0.223, 0.252, 0.239, 0.212, 0.207, 0.220, -0.838, 0.067, -0.231, -0.292, -0.190, -0.142, -0.211, -0.201, -0.130, -0.762, 0.255, 0.376, 0.398, 0.188, 0.195, 0.192, 0.194, 0.201, 0.188, -1.110, 1.651, -1.116, -1.109, -0.535, -0.128, -0.315, 0.060, -0.601, 0.114, -0.321, 0.225, 0.238, 0.229, 0.218, 0.253, 0.255, 0.226, 0.226, 0.240, 0.196, 0.213, 0.235, -0.493],
  "orbital_gap_ev": [5.44, 5.57],
  "charge": -1,
  "lumo_energy_ha": [0.0971, 0.0970],
  "relative_energy_ev": 0.0000,
  "energy_ha": -2956.1559,
  "spin_multiplicity": 4
}


[3]
{
  "formula": "C23H26N4O2S2V",
  "method": "wB97M-V/def2-TZVPD",
  "species": ["V", "C", "C", "N", "N", "C", "N", "S", "C", "C", "C", "C", "C", "N", "H", "H", "H", "H", "H", "H", "H", "H", "H", "O", "S", "C", "C", "C", "C", "C", "C", "C", "C", "C", "C", "C", "C", "H", "H", "H", "H", "H", "H", "H", "H", "H", "H", "C", "C", "C", "O", "H", "H", "H", "H", "H", "H", "H"],
  "xyz": [[0.72628, -0.81867, 0.49871], [-0.24198, -5.03170, 0.11959], [0.05631, -3.58755, -0.04188], [0.25804, -2.76008, 0.92943], [0.22979, -3.23624, 2.21127], [0.17158, -2.27195, 3.08673], [0.12834, -2.56563, 4.38507], [0.08083, -0.56345, 2.64884], [0.09833, -2.96385, -1.38166], [-0.08474, -3.65832, -2.55979], [-0.03910, -2.95723, -3.76147], [0.18001, -1.59145, -3.74482], [0.34715, -0.96073, -2.52295], [0.31067, -1.63076, -1.37180], [-0.25312, -5.31041, 1.16677], [0.50768, -5.62750, -0.40582], [-1.21214, -5.25813, -0.32831], [0.12741, -3.53105, 4.67444], [0.09044, -1.84646, 5.08500], [-0.26147, -4.72365, -2.54527], [-0.17645, -3.47984, -4.69859], [0.22148, -1.01550, -4.65776], [0.51359, 0.10598, -2.45562], [-0.26891, 0.70502, -0.00985], [-0.30429, 2.25973, -0.12348], [-0.99603, 2.81444, 1.39047], [-2.30897, 2.53403, 1.76209], [-2.74991, 2.97323, 2.99524], [-1.89343, 3.68639, 3.83151], [-0.59091, 3.96477, 3.44722], [-0.12959, 3.52557, 2.21438], [-1.58790, 2.51310, -1.31420], [-2.52594, 1.52998, -1.59478], [-3.51767, 1.81421, -2.52118], [-3.55989, 3.05708, -3.14121], [-2.60745, 4.02488, -2.85067], [-1.60288, 3.75583, -1.93395], [-2.97320, 1.99658, 1.09819], [-3.76650, 2.77333, 3.30466], [-2.25384, 4.03613, 4.78968], [0.06297, 4.52812, 4.09819], [0.88242, 3.74228, 1.89527], [-2.48213, 0.56722, -1.10339], [-4.26298, 1.06622, -2.75504], [-4.33875, 3.27262, -3.85993], [-2.64075, 4.98711, -3.34237], [-0.85116, 4.50259, -1.70783], [4.31635, 0.79021, 0.24126], [3.81727, -0.59826, 0.54899], [4.30513, -1.67614, -0.38473], [2.34232, -0.57001, 0.45104], [5.39905, 0.81016, 0.36787], [3.88558, 1.52492, 0.91983], [4.09196, 1.06964, -0.78861], [3.99543, -0.86170, 1.59218], [4.07484, -1.43107, -1.42227], [3.87281, -2.64468, -0.13428], [5.38804, -1.75938, -0.29043]],
  "nbo_charge": [1.298, -0.697, 0.331, -0.291, -0.400, 0.321, -0.744, -0.037, 0.160, -0.197, -0.095, -0.225, 0.103, -0.484, 0.282, 0.260, 0.260, 0.429, 0.424, 0.255, 0.256, 0.258, 0.222, -0.932, 1.267, -0.236, -0.208, -0.179, -0.145, -0.198, -0.203, -0.202, -0.247, -0.180, -0.163, -0.184, -0.210, 0.236, 0.241, 0.242, 0.244, 0.234, 0.233, 0.237, 0.243, 0.245, 0.237, -0.631, 0.111, -0.632, -0.516, 0.252, 0.228, 0.221, 0.212, 0.220, 0.224, 0.255],
  "orbital_gap_ev": [7.17, 7.36],
  "charge": 2,
  "lumo_energy_ha": [-0.2628, -0.2560],
  "relative_energy_ev": 0.1312,
  "energy_ha": -3001.4807,
  "spin_multiplicity": 2
}